{
  "formula": "C42H50BF16O24",
  "method": "ωB97M-V/def2-TZVPD",
  "e_lumo_ev": 2.03,
  "charge": -1,
  "spin_multiplicity": 1,
  "elements": ["O", "C", "O", "B", "O", "C", "O", "O", "C", "O", "C", "O", "O", "O", "C", "O", "C", "C", "C", "H", "H", "H", "H", "H", "H", "O", "C", "O", "C", "C", "C", "H", "H", "H", "H", "H", "H", "O", "C", "O", "C", "C", "C", "H", "H", "H", "H", "H", "H", "O", "C", "O", "C", "C", "C", "H", "H", "H", "H", "H", "H", "O", "C", "O", "C", "C", "C", "H", "H", "H", "H", "H", "H", "O", "C", "O", "C", "C", "C", "H", "H", "H", "H", "H", "H", "O", "C", "O", "C", "C", "C", "H", "H", "H", "H", "H", "H", "C", "C", "C", "F", "F", "F", "F", "O", "C", "C", "F", "F", "F", "F", "H", "H", "H", "H", "C", "C", "C", "F", "F", "F", "F", "O", "C", "C", "F", "F", "F", "F", "H", "H", "H", "H"],
  "coordinates": [[1.91362, -1.09088, 1.21453], [0.88784, -0.78549, 0.68736], [0.62285, 0.28417, -0.03968], [-0.78741, 0.25230, -0.48678], [-1.26180, -1.08617, -0.14443], [-0.37096, -1.69132, 0.64936], [-0.52761, -2.75020, 1.16869], [-0.78643, 0.46911, -1.95360], [-1.56482, 1.48429, -2.23505], [-1.74592, 1.99875, -3.30082], [-2.16203, 2.03247, -0.91867], [-1.63487, 1.32147, 0.07092], [-2.89814, 2.96678, -0.85924], [2.86410, -1.71370, -3.63139], [2.43494, -0.61215, -3.81754], [1.26069, -0.39299, -4.42107], [1.16503, 0.97286, -4.88698], [2.25031, 1.76410, -4.08506], [3.09209, 0.68839, -3.40509], [0.20259, 1.38001, -4.61023], [1.45529, 0.96516, -5.93542], [1.69098, 2.35250, -3.35877], [2.77473, 2.44810, -4.74516], [2.98367, 0.76322, -2.32229], [4.13947, 0.67947, -3.69213], [-5.63827, -3.99040, 3.98764], [-4.51638, -3.64615, 4.20807], [-3.48085, -4.03107, 3.42838], [-2.29625, -3.34833, 3.75653], [-2.47475, -2.81560, 5.21882], [-4.00308, -2.86467, 5.40542], [-1.96018, -2.52185, 3.12960], [-1.45526, -4.04112, 3.76199], [-2.17386, -1.78200, 5.36352], [-1.96538, -3.49893, 5.89262], [-4.48825, -1.89570, 5.32872], [-4.29922, -3.40568, 6.30139], [6.63024, 0.89574, 0.21057], [6.20667, -0.14175, -0.17969], [6.44074, -0.59120, -1.45577], [5.73834, -1.79411, -1.69702], [4.71392, -1.95691, -0.58302], [5.26232, -1.10286, 0.52908], [6.39080, -2.67200, -1.83382], [5.27587, -1.83700, -2.68933], [4.51392, -2.99697, -0.33031], [3.76158, -1.55132, -0.93961], [5.95470, -1.69552, 1.13974], [4.55792, -0.52459, 1.11452], [0.54467, 5.32876, -3.66456], [-0.17370, 4.84340, -4.48929], [0.33369, 4.00275, -5.42591], [-0.68511, 3.50185, -6.29127], [-1.95509, 4.32201, -5.99775], [-1.66841, 4.91319, -4.61225], [-0.86162, 2.43141, -6.21676], [-0.35812, 3.69242, -7.31495], [-2.82655, 3.67688, -5.91802], [-2.05435, 5.09223, -6.75667], [-2.18676, 4.43104, -3.78853], [-1.95892, 5.96596, -4.58200], [-4.60266, -0.44307, 3.49860], [-4.83929, -0.47837, 2.31840], [-5.45613, -1.53519, 1.76306], [-5.73433, -1.25430, 0.37524], [-4.78065, -0.15617, -0.00944], [-4.65234, 0.64069, 1.28563], [-6.80174, -1.00109, 0.35738], [-5.69181, -2.17831, -0.20350], [-5.20783, 0.34661, -0.88496], [-3.81364, -0.50877, -0.36978], [-5.52396, 1.26738, 1.48654], [-3.69673, 1.13376, 1.39690], [3.03240, -5.50364, 6.10686], [3.13193, -4.74231, 5.18813], [2.11153, -4.42114, 4.38094], [2.57766, -3.74250, 3.19837], [3.99359, -3.24639, 3.52128], [4.41881, -4.12496, 4.69006], [1.90577, -2.92813, 2.94081], [2.54324, -4.42327, 2.34482], [3.90047, -2.19816, 3.81460], [4.62770, -3.23982, 2.63707], [5.00847, -3.58500, 5.42819], [5.08495, -4.94261, 4.39851], [4.61370, 3.16936, 0.34918], [3.60281, 3.76074, 0.12353], [3.43095, 5.05968, 0.43857], [2.07381, 5.49671, 0.22515], [1.31468, 4.31177, -0.39782], [2.36822, 3.21268, -0.55926], [2.16197, 6.28547, -0.52380], [1.66059, 5.88383, 1.15182], [0.86124, 4.63882, -1.33320], [0.47089, 3.97793, 0.21085], [2.52188, 2.92385, -1.59651], [2.10872, 2.27693, -0.06233], [-1.46277, -3.81191, -1.92787], [-2.48674, -4.81515, -2.40634], [-2.12151, -5.51912, -3.71331], [-3.20432, -6.07803, -4.28815], [-1.57941, -4.63554, -4.58889], [-2.59778, -5.79112, -1.46026], [-3.67870, -4.18207, -2.51819], [-0.20955, -4.44748, -1.68675], [0.86124, -3.74388, -2.08428], [2.14983, -4.38990, -1.58873], [2.18678, -4.45262, -0.24655], [2.21631, -5.65107, -2.10041], [0.94453, -3.79390, -3.45205], [0.80587, -2.43208, -1.78572], [-1.83583, -3.36995, -0.99731], [-1.41233, -2.94648, -2.59155], [-1.39386, -6.30349, -3.49545], [3.02375, -3.86766, -1.98238], [-1.24381, 4.04544, 4.07072], [-1.32351, 2.52344, 4.06397], [-0.05904, 1.91868, 3.46933], [0.98617, 2.23905, 4.28310], [-0.09071, 0.58023, 3.35854], [-1.45306, 2.16364, 5.37177], [-2.41555, 2.06682, 3.42294], [-1.03327, 4.54726, 2.76538], [-1.80614, 5.60423, 2.33162], [-3.11695, 5.08142, 1.74929], [-3.81890, 4.41812, 2.69778], [-3.89993, 6.08611, 1.29084], [-2.05291, 6.45409, 3.35656], [-1.09691, 6.20187, 1.37768], [-0.41393, 4.32892, 4.71660], [-2.16807, 4.38814, 4.53297], [0.13146, 2.36178, 2.48681], [-2.89857, 4.39701, 0.92694]]
}